one.
Computed, not measured: the molecule C3H8N2O2S, with ωB97M-V/def2-TZVPD.

Properties
Frontier orbital gap: 9.99 eV
SMILES string: O=S1(=O)CCNCN1

Last column: Löwdin charge in e.
CARTESIAN COORDINATES (ANGSTROEM)
O -1.61 1.53 1.65  -0.307
S -0.63 0.58 1.25  0.645
O 0.05 -0.21 2.24  -0.308
C -1.40 -0.34 -0.15  -0.225
C -0.38 -1.37 -0.59  -0.233
N 0.79 -0.57 -1.07  -0.122
C 1.58 0.36 -0.29  -0.223
N 0.52 1.37 0.18  -0.141
H -1.55 0.57 -0.96  0.166
H -2.29 -0.90 0.21  0.105
H 0.14 -1.91 0.28  0.139
H -0.75 -2.10 -1.30  0.105
H 0.51 -0.05 -1.89  0.091
H 1.70 -0.13 0.81  0.131
H 2.46 0.97 -0.77  0.158
H 0.88 2.19 0.43  0.018

two.
Computed, not measured: the molecule C3H8N2O2S, with ωB97M-V/def2-TZVPD.

Properties
Frontier orbital gap: 9.27 eV
SMILES string: [H]/N=C(/NO)OCSC

Last column: Löwdin charge in e.
CARTESIAN COORDINATES (ANGSTROEM)
H 0.62 -2.32 -1.04  0.150
N 0.96 -1.26 -1.36  0.095
C 1.15 -0.75 -0.19  -0.639
N 2.32 -0.06 -0.05  0.043
O 1.85 1.44 -0.15  -0.148
O 0.46 -0.86 1.07  -0.086
C -1.02 -1.13 0.70  -0.480
S -1.69 -0.22 -0.64  0.843
C -1.56 1.49 -0.07  -0.381
H 2.47 -0.08 -1.19  0.176
H 1.90 1.64 0.91  0.160
H -1.58 -1.05 1.60  0.067
H -1.13 -2.22 0.56  0.082
H -1.75 1.64 1.02  0.059
H -2.38 1.88 -0.80  0.058
H -0.59 1.87 -0.36  -0.001

Which of them is most stable? Easy: one.

one.
Computed, not measured: the ion C6H6N with charge +1, with ωB97M-V/def2-TZVPD.

Properties
<S²>: 2.006
Spin multiplicity: 3
Frontier orbital gap (spin up / spin down): 7.95 / 8.74 eV
Net charge: +1

Last column: Mulliken spin population.
CARTESIAN COORDINATES (ANGSTROEM)
C -2.19 -0.62 0.03  0.258
C -1.78 0.58 0.42  0.928
C 1.67 -0.12 -0.32  0.015
C -0.62 0.95 -0.39  0.120
C 0.75 0.78 0.34  -0.008
C 0.61 -0.68 0.47  0.160
N -0.91 -0.51 -0.52  0.500
H -2.78 -1.44 0.19  0.012
H 1.65 -0.26 -1.36  0.003
H 2.71 -0.20 0.07  0.005
H -0.68 1.56 -1.17  -0.003
H 0.95 1.43 1.07  0.008
H 0.63 -1.48 1.18  0.004

two.
Computed, not measured: the ion C6H6N with charge +1, with ωB97M-V/def2-TZVPD.

Properties
<S²>: 2.023
Spin multiplicity: 3
Frontier orbital gap (spin up / spin down): 6.91 / 6.23 eV
Net charge: +1

Last column: Mulliken spin population.
CARTESIAN COORDINATES (ANGSTROEM)
C 2.92 0.15 -0.10  0.024
C 1.65 0.10 -0.10  0.369
C -0.80 -0.25 0.24  0.251
C 4.23 0.16 -0.08  0.569
C -2.09 -0.46 0.41  0.418
C -3.16 0.30 -0.22  0.005
N 0.39 -0.06 0.13  0.227
H 4.63 -0.68 0.57  0.013
H 4.96 0.49 -0.83  0.015
H -2.52 -1.16 1.09  0.011
H -4.08 -0.42 -0.24  0.018
H -2.80 0.63 -1.17  0.017
H -3.35 1.20 0.30  0.064

Which of them is most stable? Easy: two.